# 1
{
  "formula": "C30H72AsF6N8O6",
  "method": "ωB97M-V/def2-TZVPD",
  "elements": ["As", "F", "F", "F", "F", "F", "F", "C", "C", "N", "C", "C", "C", "C", "H", "H", "H", "H", "H", "H", "H", "H", "H", "H", "H", "H", "H", "H", "H", "C", "C", "N", "C", "C", "C", "C", "H", "H", "H", "H", "H", "H", "H", "H", "H", "H", "H", "H", "H", "H", "H", "C", "C", "O", "N", "C", "H", "H", "H", "H", "H", "H", "H", "C", "C", "O", "N", "C", "H", "H", "H", "H", "H", "H", "H", "C", "C", "O", "N", "C", "H", "H", "H", "H", "H", "H", "H", "C", "C", "O", "N", "C", "H", "H", "H", "H", "H", "H", "H", "C", "C", "O", "N", "C", "H", "H", "H", "H", "H", "H", "H", "C", "C", "O", "N", "C", "H", "H", "H", "H", "H", "H", "H"],
  "xyz": [[0.2234, -0.2179, 0.5677], [1.4731, -1.2397, 1.4391], [-0.9386, -1.4753, 1.0657], [-1.0980, 0.7855, -0.2354], [1.5186, 0.9983, 0.0699], [0.4584, -1.1487, -0.9509], [-0.0890, 0.7923, 2.0497], [-1.8965, -1.0296, 5.2639], [-1.1185, -2.1665, 4.5955], [-1.0826, -3.2999, 5.4955], [-0.9394, -4.5799, 4.7647], [-2.3251, -4.9553, 4.4147], [-0.0640, -3.1389, 6.5347], [-0.3529, -3.9404, 7.7429], [-1.8897, -0.1028, 4.6902], [-1.4238, -0.9232, 6.2403], [-2.9558, -1.1677, 5.4809], [-1.5466, -2.3022, 3.6023], [-0.1276, -1.8159, 4.3068], [-0.1999, -4.5322, 3.9654], [-0.4980, -5.4199, 5.3009], [-2.8033, -4.1837, 3.8113], [-2.4572, -5.9159, 3.9168], [-3.0373, -5.1110, 5.2251], [0.0982, -2.1125, 6.8636], [0.9306, -3.4286, 6.1958], [-0.4477, -5.0129, 7.5729], [-1.2907, -3.6432, 8.2123], [0.4190, -3.7234, 8.4812], [3.9148, 1.5169, -2.0654], [3.1705, 0.7752, -3.2090], [3.0690, 1.5907, -4.4586], [2.2125, 0.8192, -5.3546], [2.8468, -0.2822, -6.1872], [4.2495, 2.1384, -5.0764], [3.9850, 2.9374, -6.4032], [3.2257, 2.2651, -1.6739], [4.7622, 2.0758, -2.4624], [3.9928, 0.9538, -1.1354], [3.7087, -0.1612, -3.3564], [2.2471, 0.3256, -2.8440], [1.3541, 0.3961, -4.8327], [1.7235, 1.5046, -6.0468], [3.3511, -1.0124, -5.5544], [2.0245, -0.7992, -6.6817], [3.5865, 0.1400, -6.8675], [4.7822, 1.2398, -5.3874], [4.8228, 2.7982, -4.4252], [3.0992, 3.5577, -6.2667], [3.6964, 2.2371, -7.1871], [4.8077, 3.4987, -6.8462], [-3.9176, -0.8958, -0.1608], [-5.0096, -0.8195, -1.1902], [-5.9016, -1.5609, -1.1081], [-4.9422, 0.1896, -2.0934], [-6.0024, 0.5605, -2.9894], [-2.9090, -1.0869, -0.5272], [-4.0217, -1.8183, 0.4104], [-3.7453, -0.0665, 0.5254], [-4.3270, 0.9747, -1.9346], [-6.0027, 1.6479, -2.9153], [-7.0447, 0.3520, -2.7483], [-5.8026, 0.3353, -4.0370], [0.9558, -4.3050, 1.5849], [-0.3627, -4.9341, 1.1384], [-0.3697, -5.9954, 0.6052], [-1.4382, -4.2426, 1.1521], [-2.7990, -4.7983, 0.7141], [0.7888, -3.7928, 2.5324], [1.3811, -3.6207, 0.8508], [1.6396, -5.1047, 1.8698], [-1.3530, -3.2547, 1.3442], [-3.2564, -5.3297, 1.5487], [-2.7562, -5.5359, -0.0872], [-3.4504, -3.9546, 0.4860], [0.6566, -2.3627, -4.1598], [-0.4402, -1.5715, -5.0312], [-0.5457, -1.8639, -6.1693], [-1.1178, -0.7106, -4.2842], [-2.0574, 0.1830, -4.9069], [1.6152, -2.5566, -4.6409], [0.3003, -3.3815, -4.0079], [0.8795, -1.8865, -3.2049], [-1.0192, -0.8379, -3.2871], [-1.6094, 0.9051, -5.5896], [-2.7152, 0.6289, -4.1608], [-2.6791, -0.4569, -5.5331], [-2.4935, 3.3858, 1.3357], [-1.1820, 3.9956, 1.0179], [-1.0853, 5.0712, 0.4580], [-0.1007, 3.3292, 1.4233], [1.2812, 3.8187, 1.4827], [-2.2784, 2.4486, 1.8490], [-3.2506, 3.2166, 0.5700], [-3.0084, 3.9696, 2.0986], [-0.2489, 2.4347, 1.8682], [1.7792, 3.5159, 0.5616], [1.6907, 3.3514, 2.3783], [1.3822, 4.8793, 1.7132], [3.3391, 1.4727, 4.5411], [2.1283, 1.9125, 5.2780], [2.2768, 2.6816, 6.2334], [0.9342, 1.5914, 4.8421], [-0.2263, 2.2499, 5.2208], [3.9405, 2.3675, 4.3808], [3.0498, 0.7529, 3.7754], [3.9727, 0.8574, 5.1799], [0.8567, 0.9836, 4.0391], [-0.0218, 3.3157, 5.3219], [-0.7653, 2.0213, 6.1403], [-1.0127, 2.3346, 4.4709], [-0.1518, 3.0630, -2.9711], [0.7888, 4.2965, -2.7787], [0.4983, 5.2393, -2.0002], [1.9951, 4.2511, -3.3476], [2.9836, 5.2986, -3.5419], [0.5428, 2.2354, -3.1146], [-0.7190, 3.0574, -3.9019], [-0.8715, 2.9414, -2.1615], [2.2384, 3.3643, -3.7652], [3.2196, 5.3934, -4.6018], [3.9957, 5.0805, -3.2010], [2.7301, 6.2841, -3.1513]],
  "atomic_forces_ev_per_a": [[1.0, 0.5, -0.8], [-1.5, 1.8, -1.1], [0.4, 1.5, -0.1], [1.8, -1.5, 1.0], [-1.9, -1.9, 0.7], [-0.1, 1.1, 1.3], [0.4, -2.1, -0.8], [0.3, 0.2, 0.3], [-0.8, 1.1, -0.3], [1.0, -0.6, 0.1], [0.2, 0.1, 0.9], [-1.9, -0.9, -1.3], [0.4, 0.1, -0.6], [-0.6, -0.3, 1.3], [0.5, 0.1, 0.1], [-0.1, 0.7, 0.0], [0.0, -0.8, -0.3], [-0.4, -1.0, 0.1], [0.6, 0.2, 0.3], [-0.5, 0.4, -0.6], [0.0, 0.4, 1.1], [0.1, -0.1, -0.3], [0.5, 0.0, -0.7], [0.6, 0.5, 0.8], [-0.5, 0.3, -0.3], [0.3, -0.2, -0.5], [0.3, 0.0, -0.1], [-0.2, 0.1, -0.1], [0.2, -0.4, 0.1], [-2.0, 0.7, -0.3], [2.2, 0.2, 0.7], [-2.6, -0.5, 1.6], [-0.5, 0.6, -1.0], [0.1, -0.1, 0.5], [0.5, -0.4, -1.4], [-1.1, -0.9, 0.4], [-0.1, 0.6, -0.3], [0.4, -0.5, 0.5], [0.9, -0.6, -0.5], [0.7, -0.2, -0.6], [-0.7, 1.0, -0.3], [0.3, 0.1, 0.5], [0.1, 0.2, -0.3], [0.1, -0.1, 0.0], [0.3, 0.0, -0.4], [-0.2, -0.3, -0.3], [1.3, 0.2, 0.1], [-0.1, -0.4, 0.3], [0.2, 0.4, 0.0], [0.0, -0.1, 0.0], [0.2, 0.1, 0.7], [1.8, -0.8, 0.5], [3.2, 2.8, 1.2], [-4.1, -3.3, -0.5], [0.2, 0.5, -0.4], [-0.4, 1.6, -0.4], [0.0, 0.4, -0.8], [-0.7, 0.3, 0.2], [-0.6, 0.2, -0.2], [0.3, -0.6, 0.3], [-0.1, 0.3, -0.4], [0.3, -0.9, 0.4], [0.0, -0.4, 0.0], [-0.5, -0.1, 1.2], [3.2, 0.5, -0.7], [0.5, -4.3, -1.0], [-5.0, 2.4, 0.2], [1.3, 0.6, 1.0], [0.1, 0.6, -0.3], [-0.1, -0.2, 0.1], [0.0, -0.1, -0.6], [-0.4, -0.2, 0.1], [0.1, 0.1, 0.2], [0.5, 0.5, -0.2], [0.2, -0.1, -0.2], [-0.7, 0.2, -0.3], [3.5, -2.4, 3.7], [-1.0, 0.3, -3.3], [-0.2, 0.9, 0.3], [-1.1, -0.8, -0.1], [-0.2, 0.6, -0.6], [-0.4, 0.1, 0.3], [-0.2, -0.1, 0.1], [-0.1, 0.6, -0.1], [0.3, 0.2, 0.4], [0.3, 0.2, -0.1], [-0.3, 0.2, -0.2], [-0.8, -1.2, 1.4], [0.5, 1.6, -1.1], [-0.4, 0.7, -0.1], [0.5, -0.5, 1.2], [-0.8, -0.3, 0.3], [-0.4, -0.4, -0.2], [0.6, 0.2, -0.4], [0.2, 0.4, 0.0], [0.1, 0.5, -0.3], [0.4, 0.3, 0.2], [0.4, -0.4, -0.3], [-0.4, 0.1, -0.6], [0.1, -1.4, 0.5], [1.7, 2.0, 2.0], [-0.2, -0.2, -0.1], [-0.7, -2.3, -1.9], [-2.3, 2.9, 0.7], [-0.2, -0.2, -0.9], [0.5, 0.7, -0.9], [-0.1, 0.1, 0.5], [0.1, 0.0, 0.0], [0.4, 0.2, 0.3], [0.5, -0.8, 0.2], [0.3, -0.9, -0.5], [1.2, 0.6, -0.5], [-1.7, 2.3, 3.1], [0.1, -1.7, -2.0], [1.0, -0.7, -1.1], [0.3, 0.3, -0.4], [-0.3, -0.5, 0.5], [0.0, 0.6, -0.2], [0.5, 0.0, 0.2], [0.2, -0.3, -0.3], [-0.6, 0.2, -0.4], [-0.2, -0.5, 0.9], [-0.5, -0.4, 0.1]],
  "homo_ev": -6.56,
  "charge": -1,
  "homo_lumo_gap_ev": 8.3298,
  "spin_multiplicity": 1,
  "de_lowest_kj_mol": 310.5
}

=====

# 2
{
  "formula": "C30H72AsF6N8O6",
  "method": "ωB97M-V/def2-TZVPD",
  "elements": ["As", "F", "F", "F", "F", "F", "F", "C", "C", "N", "C", "C", "C", "C", "H", "H", "H", "H", "H", "H", "H", "H", "H", "H", "H", "H", "H", "H", "H", "C", "C", "N", "C", "C", "C", "C", "H", "H", "H", "H", "H", "H", "H", "H", "H", "H", "H", "H", "H", "H", "H", "C", "C", "O", "N", "C", "H", "H", "H", "H", "H", "H", "H", "C", "C", "O", "N", "C", "H", "H", "H", "H", "H", "H", "H", "C", "C", "O", "N", "C", "H", "H", "H", "H", "H", "H", "H", "C", "C", "O", "N", "C", "H", "H", "H", "H", "H", "H", "H", "C", "C", "O", "N", "C", "H", "H", "H", "H", "H", "H", "H", "C", "C", "O", "N", "C", "H", "H", "H", "H", "H", "H", "H"],
  "xyz": [[-19.7796, -19.0513, -10.8898], [-20.8587, -18.7133, -9.5355], [-20.1106, -20.7562, -10.7800], [-18.6292, -19.3478, -12.1241], [-19.2501, -17.3476, -10.8657], [-18.4798, -19.3539, -9.7167], [-21.1189, -18.7917, -11.9690], [-21.8753, -15.4986, -15.9339], [-21.5263, -14.7696, -14.6197], [-20.1193, -14.8468, -14.2133], [-19.8331, -13.9096, -13.1352], [-20.4119, -14.2272, -11.7519], [-19.8106, -16.2424, -13.9272], [-18.3492, -16.4952, -13.5935], [-22.7925, -15.0312, -16.3051], [-22.0127, -16.5615, -15.7501], [-21.2059, -15.3348, -16.7796], [-21.8739, -13.7479, -14.7956], [-22.1311, -15.1728, -13.7949], [-18.7445, -13.9581, -13.0246], [-20.0965, -12.8886, -13.4076], [-20.0491, -13.4322, -11.0955], [-21.5036, -14.2253, -11.7989], [-20.0938, -15.1814, -11.3365], [-20.0478, -16.9500, -14.7259], [-20.4686, -16.6393, -13.1393], [-17.7018, -16.1449, -14.4053], [-18.2405, -17.5767, -13.5941], [-17.9425, -16.0045, -12.7121], [-16.2123, -20.9714, -7.2938], [-14.8929, -20.4188, -6.7364], [-14.9549, -18.9775, -6.5354], [-13.6389, -18.3730, -6.4071], [-12.9055, -18.1995, -7.7547], [-15.7867, -18.5920, -5.3827], [-15.4141, -19.2259, -4.0112], [-16.5365, -20.4428, -8.1921], [-16.9969, -20.8474, -6.5488], [-16.0938, -22.0051, -7.6211], [-14.6579, -20.8350, -5.7483], [-14.1133, -20.6900, -7.4489], [-13.7539, -17.3514, -6.0462], [-13.0155, -18.9321, -5.6920], [-11.9027, -17.7978, -7.6101], [-12.8254, -19.0849, -8.3862], [-13.5199, -17.4741, -8.2921], [-16.8190, -18.8186, -5.6407], [-15.6829, -17.5324, -5.1466], [-15.7329, -20.2733, -4.0597], [-16.1164, -18.8546, -3.2621], [-14.3772, -19.1304, -3.7069], [-21.0115, -23.3796, -17.0903], [-20.4604, -22.1153, -16.4212], [-20.1432, -21.0928, -17.0046], [-20.4208, -22.2234, -15.0687], [-20.2437, -21.1115, -14.1652], [-21.6040, -24.0257, -16.4516], [-20.1445, -23.8649, -17.5397], [-21.6442, -23.0389, -17.9120], [-20.8510, -23.0893, -14.7586], [-21.2175, -21.1186, -13.6518], [-20.0302, -20.1047, -14.4990], [-19.5765, -21.3172, -13.3252], [-12.1751, -17.6081, -11.6203], [-13.6867, -17.4478, -11.5047], [-14.2243, -16.4210, -11.8888], [-14.3618, -18.5321, -11.0643], [-15.8201, -18.6633, -11.1110], [-11.7968, -16.8858, -12.3317], [-11.9123, -18.6394, -11.8534], [-11.8033, -17.4110, -10.6090], [-13.8345, -19.2968, -10.6867], [-16.1057, -19.3539, -10.3269], [-16.1119, -19.0367, -12.0932], [-16.3075, -17.6945, -11.0376], [-19.5193, -16.7936, -3.5024], [-19.5232, -18.2123, -4.0968], [-19.5716, -19.2015, -3.3786], [-19.5519, -18.2592, -5.4415], [-19.8281, -19.4425, -6.2346], [-18.7825, -16.7043, -2.7030], [-20.4579, -16.7146, -2.9465], [-19.4314, -15.9803, -4.2199], [-19.5002, -17.4273, -6.0047], [-20.8412, -19.8392, -6.2261], [-19.0869, -20.1725, -5.8976], [-19.5209, -19.1717, -7.2447], [-22.0068, -22.4399, -8.3827], [-23.3005, -23.2501, -8.3686], [-23.8716, -23.5832, -9.3933], [-23.6980, -23.6032, -7.1166], [-24.8242, -24.4849, -6.8163], [-21.6017, -22.4241, -7.3739], [-22.2037, -21.5096, -8.9079], [-21.2733, -23.0316, -8.9316], [-23.0726, -23.4608, -6.3463], [-25.1894, -24.1965, -5.8306], [-24.5162, -25.5278, -6.8537], [-25.6162, -24.1953, -7.5062], [-21.0105, -23.6844, -11.6577], [-21.7299, -24.2925, -12.7883], [-21.1727, -24.7365, -13.7979], [-23.0759, -24.1388, -12.7304], [-24.0274, -24.9001, -13.5121], [-21.3165, -24.3114, -10.8150], [-21.3456, -22.6526, -11.5866], [-19.9453, -23.8138, -11.8269], [-23.4894, -23.6778, -11.9323], [-25.0404, -24.5519, -13.3208], [-23.9876, -25.9825, -13.3898], [-23.8441, -24.6582, -14.5640], [-20.8352, -14.8916, -7.7011], [-19.3862, -15.1452, -7.3493], [-18.8061, -14.4488, -6.5207], [-18.8000, -16.1884, -7.9562], [-17.4135, -16.5929, -7.7911], [-21.0552, -13.8548, -7.4530], [-21.4912, -15.6259, -7.2373], [-21.0389, -14.9228, -8.7760], [-19.0742, -16.4593, -8.8934], [-17.1603, -16.7471, -6.7424], [-16.6901, -15.8505, -8.1366], [-17.2916, -17.5488, -8.2949]],
  "atomic_forces_ev_per_a": [[0.5, 0.4, 1.9], [0.3, -0.1, -0.5], [-0.4, 0.1, -0.2], [-0.2, 0.0, -0.6], [-0.7, -0.6, -0.1], [-0.4, 0.2, 0.0], [0.7, 0.0, 0.1], [-0.3, 0.3, 0.3], [0.1, -0.1, -0.5], [-1.2, 0.3, -1.2], [1.1, -1.1, 0.5], [-0.2, 0.3, -0.2], [0.4, -0.2, 0.9], [0.3, 0.1, -0.9], [-0.3, -0.5, 0.2], [-0.1, 0.0, -0.4], [0.6, -0.1, 0.4], [0.6, 0.3, 0.4], [-0.4, -0.1, -0.2], [0.0, 0.4, 0.0], [-0.1, -0.1, -0.3], [-0.3, 0.0, 0.2], [0.0, 0.1, 0.3], [0.1, -0.1, -0.2], [0.0, 0.7, -0.6], [0.1, 0.2, 0.4], [-0.2, 0.1, -0.2], [0.3, 0.0, 0.6], [-0.3, -0.4, 0.3], [0.3, 0.3, 0.0], [-0.6, 0.1, 0.0], [0.2, 1.1, 0.0], [0.7, -0.3, -0.7], [-0.7, 0.2, 0.2], [0.7, -0.3, 0.8], [-1.6, -1.0, -0.7], [0.1, 0.3, 0.1], [-0.1, -0.4, -0.1], [-0.1, -0.2, 0.4], [0.1, -0.7, -0.3], [0.2, 0.3, 0.2], [-0.1, -0.1, 0.3], [0.1, 0.1, 0.1], [0.0, 0.1, 0.1], [-0.1, -0.2, 0.3], [0.3, 0.0, -0.3], [-0.1, 0.1, 0.3], [-0.2, 0.3, -0.9], [0.6, -0.2, 0.2], [0.3, 0.5, 0.1], [0.0, 0.1, 0.0], [0.4, 1.0, -0.8], [-0.5, 0.2, 1.1], [0.1, -0.2, -0.6], [0.5, -0.3, -1.6], [-1.4, -0.8, 2.1], [0.3, -0.2, 0.2], [-0.2, -0.4, 0.1], [0.0, 0.0, 0.0], [0.4, 0.4, 0.6], [0.1, 0.9, 0.1], [0.0, -0.3, -0.9], [0.5, -0.2, -0.5], [-0.6, -0.3, 1.1], [0.1, 0.0, -1.1], [-0.2, -0.1, 0.2], [-0.2, 0.3, 0.2], [0.6, 0.1, -0.5], [0.1, 0.0, 0.0], [0.1, 0.1, -0.2], [0.4, 0.2, -0.2], [0.0, -0.1, -0.1], [-0.4, 0.1, 0.0], [-0.1, -0.3, 0.1], [0.1, 0.0, 0.4], [-0.1, -0.6, 0.4], [-0.1, 0.8, 0.4], [0.0, 0.0, -0.2], [-0.8, 0.1, -0.6], [1.8, -0.1, 0.0], [0.3, -0.1, -0.3], [-0.2, 0.1, -0.3], [0.1, -0.1, 0.0], [0.0, 0.4, 0.4], [-0.1, 0.2, 0.3], [-0.5, -0.5, -0.1], [-0.4, -0.2, -0.2], [-0.5, -1.3, 0.0], [1.0, 0.0, 0.1], [-0.4, 0.0, 0.1], [-0.4, -0.5, 0.2], [0.2, 1.3, -0.2], [0.0, 0.9, 0.0], [0.4, 0.3, 0.3], [-0.1, 0.2, -0.3], [0.2, 0.3, -0.1], [0.1, -0.3, 0.1], [-0.4, -0.1, -0.1], [0.0, -0.7, -0.2], [0.2, -0.8, 0.3], [-0.4, 0.6, -2.0], [-0.4, -0.6, 0.6], [-0.9, -0.5, 0.7], [0.2, 0.6, -1.3], [0.1, 0.6, 0.4], [0.3, 0.1, 0.5], [0.0, 0.4, 0.1], [0.4, -0.2, 0.3], [0.1, 0.0, 0.3], [0.2, 0.0, 0.2], [0.0, -0.4, 0.0], [0.0, 0.5, -0.8], [0.1, 0.9, 0.3], [-0.2, -0.4, 0.1], [0.7, -1.0, -1.1], [0.4, 0.2, 0.9], [-0.2, -0.2, 0.6], [0.0, 0.2, 0.2], [0.3, -0.4, 0.0], [-0.9, 0.0, 0.2], [-0.3, 0.0, 0.1], [-0.1, 0.0, -0.3], [0.1, 0.1, -0.2]],
  "homo_ev": -5.90,
  "charge": -1,
  "homo_lumo_gap_ev": 8.0015,
  "spin_multiplicity": 1,
  "de_lowest_kj_mol": 0.0
}